(1)
DFT (the ωB97M-V functional and the def2-TZVPD basis) results for a gas-phase ion, C2HCl3NO2 (charge -1).

Results
**SMILES**: O=C([O-])NC(Cl)(Cl)Cl
**Maximum force**: 6.12 eV/A
**Relative energy (zero: lowest compared OMol25 entry of this formula, charge and spin)**: 16.37 kcal/mol
**Kohn-Sham gap**: 0.26586 Eh

The geometry in ORCA input format:
```
! wB97M-V def2-TZVPD RIJCOSX def2/J DEFGRID3
* xyz -1 1
C -0.412 -1.574 -0.209
C 1.816 -0.158 0.075
N 0.314 -0.287 -0.048
O -1.427 -1.553 0.452
O -0.019 -2.429 -0.963
Cl 2.275 1.269 1.053
Cl 2.521 -1.513 0.911
Cl 2.459 -0.034 -1.510
H -0.001 0.250 -0.749
*
```

Results of the Mulliken charge analysis, in e, for atoms 1 through 2: number 1, C, carries 0.51; number 2, C, carries 0.51


(2)
DFT (the ωB97M-V functional and the def2-TZVPD basis) results for 2 unconnected molecules or ions with the total composition C2HCl3S.

Results
**Maximum force**: 5.66 eV/A
**Relative energy (zero: lowest compared OMol25 entry of this formula, charge and spin)**: 55.59 kcal/mol
**Kohn-Sham gap**: 0.27515 Eh

The geometry in ORCA input format:
```
! wB97M-V def2-TZVPD RIJCOSX def2/J DEFGRID3
* xyz 0 1
C -1.172 -0.161 0.157
C -0.087 0.539 0.155
S 1.722 -1.174 0.664
Cl -2.597 0.781 -0.281
Cl 0.559 1.823 -0.488
Cl 3.138 -0.723 -0.721
H -1.563 -1.084 0.513
*
```

Results of the Mulliken charge analysis, in e, for atoms 1 through 2: number 1, C, carries -0.06; number 2, C, carries 0.08


(3)
DFT (the ωB97M-V functional and the def2-TZVPD basis) results for a single C2HClF2 molecule.

Results
**SMILES**: F/C=C(\F)Cl
**Maximum force**: 2.52 eV/A
**Relative energy (zero: lowest compared OMol25 entry of this formula, charge and spin)**: 14.28 kcal/mol
**Kohn-Sham gap**: 0.38339 Eh

The geometry in ORCA input format:
```
! wB97M-V def2-TZVPD RIJCOSX def2/J DEFGRID3
* xyz 0 1
C -0.554 -0.375 0.033
C 0.476 0.461 -0.022
H -0.351 -1.433 0.113
F -1.851 -0.228 -0.069
F 0.255 1.782 -0.015
Cl 2.025 -0.207 -0.041
*
```

Results of the Mulliken charge analysis, in e, for atoms 1 through 2: number 1, C, carries -0.19; number 2, C, carries 0.48


(4)
DFT (the ωB97M-V functional and the def2-TZVPD basis) results for a single C2HClF2 molecule.

Results
**SMILES**: F/C=C(\F)Cl
**Maximum force**: 1.34 eV/A
**Relative energy (zero: lowest compared OMol25 entry of this formula, charge and spin)**: 7.74 kcal/mol
**Kohn-Sham gap**: 0.39569 Eh

The geometry in ORCA input format:
```
! wB97M-V def2-TZVPD RIJCOSX def2/J DEFGRID3
* xyz 0 1
C -0.581 -0.284 0.317
C 0.506 0.207 -0.246
H -1.596 -0.198 -0.128
F -0.509 -0.932 1.525
F 1.693 0.168 0.298
Cl 0.488 1.040 -1.765
*
```

Results of the Mulliken charge analysis, in e, for atoms 1 through 2: number 1, C, carries -0.18; number 2, C, carries 0.46


no.,LUMO level (Eh)
1,0.1154
2,-0.0571
3,0.0283
4,0.0306